The following is a DFT calculation (wB97M-V/def2-TZVPD) of a cluster of 9 separate species, C28H46O23 in total.

Results
- SMILES: C[C@H]1COC(=O)O1.C[C@H]1COC(=O)O1.C[C@H]1COC(=O)O1.C[C@H]1COC(=O)O1.C[C@H]1COC(=O)O1.C[C@H]1COC(=O)O1.C[C@H]1COC(=O)O1.O.O
- E_HOMO: -10.40 eV

Structure (ORCA input):
```
! RIJCOSX wB97M-V def2-TZVPD def2/J DEFGRID3
* xyz 0 1
C -5.42 -7.05 -3.69
C -4.77 -5.85 -2.95
C -4.23 -6.09 -1.52
O -2.92 -5.49 -1.46
C -2.48 -5.12 -2.68
O -1.37 -4.68 -2.97
O -3.47 -5.46 -3.53
H -6.49 -6.83 -3.70
H -5.19 -8.00 -3.21
H -5.09 -7.13 -4.73
H -5.45 -5.00 -2.93
H -3.98 -7.15 -1.44
H -4.95 -5.74 -0.80
C -5.47 -0.06 0.68
C -5.28 1.01 -0.44
C -4.51 0.59 -1.74
O -5.45 0.71 -2.73
C -6.66 1.11 -2.18
O -7.64 1.30 -2.90
O -6.57 1.16 -0.89
H -5.97 -1.00 0.44
H -5.94 0.44 1.52
H -4.44 -0.38 0.87
H -4.90 1.91 0.04
H -3.98 -0.36 -1.79
H -3.67 1.23 -2.02
C 2.86 2.39 11.37
C 3.50 3.68 10.83
C 5.00 3.57 10.74
O 5.21 3.35 9.36
C 4.22 3.70 8.65
O 4.16 3.99 7.42
O 3.12 3.83 9.50
H 1.81 2.51 11.09
H 2.98 2.19 12.43
H 3.25 1.54 10.80
H 3.30 4.57 11.42
H 5.45 2.81 11.39
H 5.50 4.49 11.04
C 5.47 -1.75 -6.13
C 4.60 -0.51 -6.24
C 5.27 0.81 -6.15
O 5.09 1.28 -7.44
C 4.44 0.39 -8.25
O 4.18 0.62 -9.44
O 3.90 -0.47 -7.51
H 4.83 -2.44 -5.57
H 6.39 -1.65 -5.56
H 5.74 -2.12 -7.12
H 3.86 -0.34 -5.46
H 6.35 0.81 -6.00
H 4.82 1.55 -5.48
C -2.19 5.62 -7.04
C -1.39 5.28 -8.30
C -0.92 3.83 -8.50
O -1.36 3.53 -9.94
C -2.24 4.39 -10.34
O -2.91 4.26 -11.33
O -2.43 5.23 -9.31
H -3.06 5.02 -6.79
H -2.73 6.51 -7.36
H -1.50 5.72 -6.20
H -0.72 6.12 -8.47
H -1.36 3.16 -7.76
H 0.15 3.63 -8.43
C 1.42 -0.62 1.35
C 1.72 0.90 1.33
C 3.20 1.39 1.17
O 2.99 2.26 0.04
C 1.86 2.13 -0.57
O 1.55 2.61 -1.64
O 1.03 1.36 0.20
H 2.22 -1.12 0.82
H 0.47 -0.96 0.94
H 1.28 -1.05 2.34
H 1.25 1.39 2.18
H 3.87 0.56 0.96
H 3.51 1.93 2.07
C -0.17 -6.71 4.70
C -0.63 -6.31 6.02
C 0.61 -6.38 6.92
O 0.52 -5.23 7.69
C -0.36 -4.38 7.14
O -0.64 -3.27 7.46
O -1.08 -4.99 6.17
H 0.05 -7.78 4.65
H 0.67 -6.12 4.34
H -0.99 -6.45 4.03
H -1.37 -7.03 6.36
H 1.56 -6.27 6.39
H 0.59 -7.23 7.60
O 0.08 5.06 5.45
H -0.34 4.42 6.03
H 0.94 5.20 5.83
O 2.89 7.86 -0.10
H 2.11 7.29 -0.13
H 2.81 8.40 -0.89
*
```


The following is a DFT calculation (wB97M-V/def2-TZVPD) of a cluster of 2 separate species, C22H50Cl2N4O7P in total.

Results
- E_HOMO: -10.08 eV

Structure (ORCA input):
```
! RIJCOSX wB97M-V def2-TZVPD def2/J DEFGRID3
* xyz 1 1
C 8.13 -1.28 -0.52
C 7.36 -0.17 -1.27
O 6.09 -0.67 -1.62
C 5.24 0.32 -2.16
C 3.94 0.47 -1.31
O 3.72 -0.70 -0.55
C 3.11 -0.52 0.68
N 4.05 -0.53 1.82
N 5.34 -0.05 1.53
C 1.91 -1.51 0.90
C 1.00 -0.77 1.92
C -0.15 -1.55 2.53
O -0.33 -1.48 3.67
O -1.00 -2.26 1.80
O 1.27 -1.86 -0.31
C 0.65 -0.79 -1.03
C -0.85 -0.64 -0.76
C -1.73 -1.79 -1.33
P 0.79 -1.20 -2.89
N 1.93 -2.45 -3.07
O 1.47 0.15 -3.61
C 2.49 -2.82 1.51
Cl 1.29 -4.15 1.45
C 3.77 -3.33 0.82
C 3.63 -3.77 -0.63
Cl 4.31 -4.79 1.78
H 9.08 -1.46 -0.99
H 8.26 -0.98 0.51
H 7.54 -2.19 -0.52
H 7.27 0.69 -0.59
H 7.94 0.14 -2.14
H 4.99 0.14 -3.21
H 5.77 1.27 -2.11
H 3.11 0.70 -1.99
H 4.09 1.35 -0.68
H 2.64 0.48 0.67
H 3.70 0.02 2.60
H 5.83 -0.70 0.94
H 5.33 0.88 1.13
H 1.64 -0.46 2.74
H 0.65 0.15 1.46
H -0.61 -2.53 0.95
H 1.12 0.19 -0.93
H -1.09 -0.44 0.28
H -1.16 0.25 -1.31
H -2.13 -1.53 -2.30
H -1.16 -2.71 -1.36
H -2.56 -1.93 -0.64
H 2.70 -2.13 -3.67
H 1.50 -3.20 -3.59
H 0.75 0.51 -4.13
H 2.76 -2.58 2.54
H 4.60 -2.64 0.89
H 4.26 -4.64 -0.78
H 3.92 -2.98 -1.31
H 2.62 -4.06 -0.91
C -5.86 3.07 -1.61
C -6.03 3.28 -0.12
N -6.37 2.03 0.67
C -7.69 1.51 0.17
C -6.62 2.39 2.12
C -5.45 2.94 2.92
C -5.38 0.88 0.49
C -3.91 1.14 0.76
O -3.39 2.12 -0.11
C -2.30 2.86 0.44
H -6.80 2.77 -2.09
H -5.57 4.01 -2.07
H -5.10 2.34 -1.86
H -6.84 3.98 0.06
H -5.13 3.71 0.30
H -8.42 2.32 0.23
H -7.99 0.68 0.80
H -7.58 1.17 -0.86
H -7.01 1.50 2.60
H -7.41 3.14 2.10
H -4.83 2.14 3.32
H -5.83 3.47 3.79
H -4.82 3.63 2.37
H -5.50 0.55 -0.54
H -5.74 0.09 1.15
H -3.38 0.19 0.57
H -3.72 1.38 1.81
H -1.83 2.36 1.29
H -2.66 3.85 0.76
H -1.56 3.01 -0.34
*
```


The following is a DFT calculation (wB97M-V/def2-TZVPD) of the molecule C5H12N2O.

Results
- SMILES: CC(=O)NCCCN
- E_HOMO: -9.34 eV

Structure (ORCA input):
```
! RIJCOSX wB97M-V def2-TZVPD def2/J DEFGRID3
* xyz 0 1
C 1.13 2.60 0.62
C -0.18 1.93 0.96
O -1.10 2.50 1.50
N -0.30 0.57 0.69
C 0.57 -0.23 -0.13
C 0.11 -1.73 0.09
C -0.66 -2.32 -1.09
N 0.16 -2.61 -2.23
H 0.87 3.49 0.04
H 1.80 1.94 0.08
H 1.63 2.97 1.50
H -1.27 0.31 0.70
H 1.63 -0.17 0.11
H 0.48 -0.08 -1.22
H 0.95 -2.37 0.38
H -0.45 -1.75 1.02
H -1.25 -3.15 -0.64
H -1.51 -1.65 -1.33
H 1.07 -2.95 -1.93
H -0.27 -3.29 -2.82
*
```